This record from the OMol25 dataset describes a 2-piece molecular cluster, C4Br3ClF6 overall in a non-equilibrium geometry. The level of theory is ωB97M-V with the def2-TZVPD basis set.

XYZ file:
```
14
Properties=species:S:1:pos:R:3:lowdin_charge:R:1
C -1.662 0.515 -1.175 -1.042
C 1.473 0.532 0.235 -1.005
C -2.323 -0.239 -0.015 -0.771
C 2.144 -0.737 0.728 -0.792
F -1.498 -0.245 1.026 0.131
F -3.515 0.319 0.360 0.106
F -2.626 -1.436 -0.405 0.146
F 1.446 -1.816 0.447 0.156
F 2.304 -0.744 2.043 0.087
F 3.437 -0.897 0.264 0.077
Cl -1.051 -0.446 -2.410 0.690
Br -1.239 2.351 -1.033 0.723
Br 1.751 0.989 -1.616 0.697
Br 1.359 1.855 1.551 0.796
```

Computed properties:
Energy above the lowest of the compared OMol25 structures with the same formula, charge and spin (kcal/mol): 24.1
Orbital gap (spin up / spin down) (eV): 7.2610 / 8.2445
Total charge: 0
Total energy (hartree): -8933.745751
F_max (hartree/bohr): 0.04979
LUMO energy (spin up / spin down) (eV): -1.69 / -1.14